# 1
20
Properties=species:S:1:pos:R:3:forces:R:3 method="wB97M-V/def2-TZVPD" homo_energy_ev=-13.543 relative_energy_kj_mol=179.0 total_charge=+1 multiplicity=1 homo_lumo_gap_ha=0.37668
C -0.6025 2.1544 0.3178 0.107 1.512 1.773
N -0.3534 0.7952 -0.2038 -0.322 -0.345 -0.078
H 0.1759 2.8927 0.1629 0.119 -0.170 -1.122
H -1.6096 2.5340 0.0648 0.756 -0.360 -0.405
H -0.5682 2.1909 1.4216 -0.311 -0.924 -0.328
H 0.2968 0.1657 0.2945 0.107 0.664 0.334
H 0.0039 0.6976 -1.1661 -0.630 0.527 0.169
H -1.2616 0.3403 -0.0844 0.356 -0.593 -0.550
H 5.5465 3.8230 -3.4113 -0.155 0.769 0.219
H 4.1776 4.3241 -4.1298 0.440 0.484 0.474
O 4.8419 3.6437 -4.0280 -0.293 -1.250 -0.680
H 2.8112 -0.8204 -0.2874 -0.110 0.113 0.081
H 1.7753 -1.8714 0.0755 0.079 -0.318 -0.104
O 1.8867 -0.9252 -0.0248 0.038 0.152 -0.025
H -0.1785 -1.9641 1.1842 -0.397 -0.081 0.139
H -1.7182 -2.0821 1.2323 -0.016 -0.196 0.056
O -0.9980 -1.5517 0.8801 0.228 -0.014 0.030
H -5.8345 -3.6328 3.0124 -0.380 -0.886 -0.343
H -4.5601 -3.0996 3.2719 0.791 -0.424 -0.027
O -4.9177 -3.9305 2.9212 -0.404 1.341 0.388

---

# 2
138
Properties=species:S:1:pos:R:3:forces:R:3 method="wB97M-V/def2-TZVPD" homo_energy_ev=-8.978 multiplicity=1 smiles="COCCCCCCCC[C@@H]1C(=O)O[C@](CCCC(=O)O)(CC(=O)c2ccccc2)[C@@H]1B(O)OC.COCCOC.COCCOC.COCCOC.COCCOC" homo_lumo_gap_ha=0.34169
C 6.5077 1.0468 1.6318 -0.593 -0.318 0.264
O 5.6832 1.8730 0.8269 0.086 0.205 -0.179
C 6.4330 2.7481 -0.0331 -0.349 -0.774 0.783
C 6.8450 4.0044 0.7354 0.254 0.319 -0.201
C 6.7845 5.3336 -0.0442 0.230 0.043 -0.314
C 5.9364 5.3194 -1.3122 -0.429 -0.213 0.004
C 4.4165 5.0113 -1.1316 0.920 0.537 0.077
C 3.8605 5.1048 0.2942 -1.492 -0.305 -0.816
C 2.3372 4.7767 0.2515 0.317 -0.254 0.394
C 2.0237 3.3391 0.7045 -0.855 0.454 -0.768
C 2.5316 2.2764 -0.2703 0.127 -0.482 1.008
C 1.9061 2.3223 -1.6508 0.247 0.515 -0.672
O 1.9596 3.1792 -2.5120 -0.036 -0.875 1.053
O 1.1993 1.1907 -1.8607 -0.278 0.059 -0.719
C 1.3202 0.1365 -0.8588 0.916 2.027 0.228
C 2.0227 -1.0417 -1.5478 -1.056 -0.219 -0.164
C 2.9185 -0.6409 -2.7135 0.384 -0.625 0.064
C 4.0517 -1.6819 -2.9263 0.152 0.734 -0.447
C 5.3022 -1.1172 -2.3232 0.923 -0.444 1.349
O 5.8326 -1.5334 -1.3150 -0.643 0.409 -0.648
O 5.8217 -0.0229 -2.9832 -0.871 -0.284 -0.255
C -0.0948 -0.1155 -0.3397 -0.358 -0.679 -0.050
C -1.1781 0.4699 -1.2456 -0.234 -0.474 -0.273
O -1.7376 -0.2007 -2.0918 0.558 0.438 0.377
C -1.5494 1.9038 -0.9873 0.155 -1.265 -0.113
C -1.1750 2.8637 -1.8693 0.824 -0.384 -1.807
C -1.4517 4.1777 -1.6701 0.255 0.799 -0.562
C -2.1360 4.5467 -0.5477 0.130 1.244 -0.436
C -2.5393 3.5829 0.3170 -1.140 0.784 1.673
C -2.2607 2.2727 0.1180 -0.052 -1.329 0.785
C 2.3454 0.7932 0.1173 0.381 -0.848 0.043
B 2.3609 0.3426 1.6434 -0.079 0.615 0.307
O 3.5509 -0.0907 2.1948 -0.569 -0.714 -0.115
O 1.2482 0.3361 2.4518 -0.231 -0.421 -0.430
C 1.0689 -0.9576 3.0734 0.497 0.256 -0.014
H 6.4545 0.0281 1.2457 0.396 -0.115 -0.154
H 6.0983 1.0038 2.6390 -0.061 0.178 0.104
H 7.5358 1.3960 1.6974 0.104 0.020 -0.148
H 5.7742 2.9259 -0.8794 0.080 0.236 0.005
H 7.2879 2.1597 -0.3698 0.235 0.270 -0.344
H 7.8604 3.8677 1.1036 0.117 -0.005 0.053
H 6.2322 4.0812 1.6281 -0.235 -0.181 0.004
H 7.7986 5.6147 -0.3282 0.083 0.021 -0.117
H 6.4463 6.1495 0.5917 -0.091 -0.077 0.259
H 6.0406 6.2708 -1.8289 0.094 0.192 0.097
H 6.3490 4.5829 -2.0031 0.094 0.003 -0.095
H 3.8727 5.7586 -1.7065 -0.152 -0.026 -0.147
H 4.2033 4.0688 -1.6251 -0.298 -0.190 0.203
H 4.2846 4.3991 1.0025 0.475 0.236 0.090
H 3.9355 6.1395 0.6185 0.446 -0.017 0.351
H 1.9763 4.9584 -0.7580 -0.240 -0.054 -0.043
H 1.7742 5.4230 0.9243 0.072 0.199 0.012
H 2.4666 3.1866 1.6863 0.100 -0.225 0.111
H 0.9394 3.2414 0.8121 -0.082 -0.050 0.112
H 3.6115 2.3859 -0.2212 0.165 0.323 -0.814
H 2.5803 -1.6117 -0.8022 -0.013 0.008 0.125
H 1.2483 -1.7026 -1.9438 0.051 -0.197 0.018
H 2.3165 -0.5778 -3.6133 -0.029 0.233 -0.072
H 3.4049 0.3183 -2.5662 -0.211 0.263 -0.017
H 3.8092 -2.6375 -2.4796 0.115 -0.173 -0.009
H 4.2457 -1.7838 -3.9914 -0.081 -0.191 -0.133
H 5.8082 0.7278 -2.3799 0.494 0.032 0.199
H -0.2412 -1.1962 -0.3132 -0.168 -0.066 0.073
H -0.2651 0.2700 0.6638 0.301 0.144 0.045
H -0.6349 2.5701 -2.7549 0.083 -0.008 -0.165
H -1.1168 4.8932 -2.4036 0.015 0.206 -0.027
H -2.3390 5.5905 -0.3765 -0.157 0.152 0.179
H -3.1029 3.8819 1.1896 -0.057 -0.068 0.138
H -2.5888 1.5255 0.8244 -0.127 -0.095 0.151
H 3.2827 0.3546 -0.2418 0.186 0.026 0.083
H 4.0239 -0.6355 1.5573 0.546 0.399 -0.034
H 1.6348 -0.9929 3.9971 -0.082 -0.122 0.217
H 0.0189 -1.1706 3.2410 -0.151 0.330 0.044
H 1.4606 -1.7271 2.4082 -0.028 -0.226 0.090
C -4.2789 -1.6493 1.4294 -0.009 0.087 0.004
O -4.5029 -0.5220 0.6041 0.018 -0.176 0.040
C -4.4824 -0.8365 -0.7877 -0.119 0.384 0.095
C -5.8785 -0.9196 -1.3593 0.022 -0.344 -0.127
O -6.5984 -2.0261 -0.8295 0.002 0.081 0.177
C -7.5255 -1.6530 0.1737 -0.034 -0.050 -0.095
H -4.5089 -1.3634 2.4554 0.024 0.055 -0.010
H -4.9179 -2.4897 1.1471 0.025 -0.018 -0.018
H -3.2282 -1.9590 1.3774 -0.016 -0.089 0.005
H -3.9364 -1.7670 -0.9649 -0.019 -0.018 -0.007
H -3.9448 -0.0317 -1.2885 -0.020 -0.024 -0.079
H -5.8061 -1.0715 -2.4403 0.026 0.048 -0.002
H -6.4210 0.0143 -1.1848 0.021 0.016 0.048
H -8.3822 -1.1429 -0.2796 -0.028 0.061 0.113
H -7.0699 -1.0052 0.9269 -0.013 0.034 -0.014
H -7.8788 -2.5608 0.6616 0.004 -0.035 -0.065
C 0.7656 1.4871 -8.8314 0.058 0.014 0.011
O 1.4573 2.2461 -7.8570 -0.153 -0.073 -0.039
C 0.6900 3.3274 -7.3464 0.328 0.009 0.091
C 0.1192 3.0111 -5.9823 -0.303 0.064 0.038
O -0.8563 1.9804 -6.0477 0.156 -0.126 -0.065
C -0.3611 0.7227 -5.6204 -0.073 0.036 0.081
H 1.3385 0.5793 -9.0148 0.054 0.035 0.008
H -0.2347 1.2086 -8.4907 -0.012 0.021 -0.008
H 0.6875 2.0492 -9.7686 -0.068 -0.031 -0.019
H -0.1092 3.5979 -8.0430 -0.041 -0.035 0.012
H 1.3640 4.1852 -7.2558 -0.036 0.022 0.011
H -0.3845 3.9030 -5.5949 0.060 0.031 0.004
H 0.9164 2.7441 -5.2814 0.033 0.020 -0.021
H -0.2322 0.7138 -4.5319 0.055 -0.056 -0.010
H 0.5897 0.4793 -6.1028 0.015 0.020 0.002
H -1.0972 -0.0330 -5.8904 -0.048 0.042 0.022
C 2.9095 -6.8484 6.1322 0.023 -0.053 -0.021
O 2.9186 -7.0990 4.7377 -0.040 0.144 0.107
C 1.7325 -6.6718 4.0864 0.226 -0.227 -0.183
C 1.9400 -5.3656 3.3524 -0.339 0.189 0.106
O 2.1715 -4.2897 4.2511 0.187 -0.074 -0.013
C 3.5421 -3.9342 4.3321 -0.059 0.095 -0.023
H 3.9174 -7.0180 6.5071 0.006 -0.049 -0.047
H 2.6199 -5.8187 6.3554 -0.025 -0.003 0.000
H 2.2250 -7.5370 6.6388 -0.019 0.051 0.050
H 0.9080 -6.5832 4.7998 -0.001 0.059 0.011
H 1.4681 -7.4460 3.3591 -0.045 0.025 -0.006
H 1.0282 -5.1278 2.7942 0.009 -0.041 -0.027
H 2.7613 -5.4544 2.6349 0.032 -0.045 0.031
H 3.8494 -3.4176 3.4156 0.101 -0.022 0.021
H 4.1774 -4.8087 4.4885 -0.002 -0.010 -0.026
H 3.6656 -3.2545 5.1735 -0.075 0.025 -0.011
C -8.7039 -2.8624 3.9898 0.011 0.072 -0.027
O -9.8888 -2.8578 3.2131 0.140 -0.168 0.107
C -10.0771 -4.0740 2.5014 -0.257 0.326 -0.131
C -11.1062 -4.9576 3.1704 0.178 -0.325 0.011
O -10.6487 -5.4353 4.4268 -0.029 0.179 0.044
C -11.2077 -4.7351 5.5242 0.007 -0.085 -0.003
H -8.7287 -1.9991 4.6530 -0.059 0.044 -0.062
H -8.6230 -3.7676 4.5963 0.011 -0.017 -0.021
H -7.8257 -2.7797 3.3394 0.054 -0.045 0.059
H -9.1291 -4.6079 2.3855 -0.001 -0.035 0.053
H -10.4381 -3.8080 1.5027 0.007 -0.051 -0.016
H -11.2823 -5.8335 2.5381 -0.021 0.030 -0.031
H -12.0551 -4.4246 3.2805 0.020 0.058 0.000
H -12.2597 -5.0109 5.6546 -0.019 0.076 0.027
H -11.1283 -3.6531 5.3961 -0.020 0.005 -0.013
H -10.6573 -5.0250 6.4179 0.007 -0.054 -0.026

---

# 3
23
Properties=species:S:1:pos:R:3:forces:R:3 method="wB97M-V/def2-TZVPD" homo_energy_ev="-12.253 / -12.254" relative_energy_kj_mol=424.3 total_charge=+1 multiplicity=1 homo_lumo_gap_ha="0.25388 / 0.25392"
C -0.0715 -0.8160 3.1946 2.051 -0.652 0.270
N -0.5996 0.1078 2.5478 0.252 -0.139 0.869
C -1.4664 1.0044 2.2157 -0.597 -2.429 -1.494
C -1.7460 1.4524 0.9157 -0.937 3.091 -0.885
C -1.1387 1.3702 -0.3438 0.559 -1.391 0.217
N -1.5252 2.1734 -1.3602 -0.951 0.247 0.542
C -0.6803 2.5152 -2.2853 -0.947 0.195 2.356
C 0.6702 2.2105 -2.1278 2.895 -1.163 -1.252
C 1.0146 1.0785 -1.4241 -0.272 0.473 -1.417
C -0.0593 0.4337 -0.7002 0.694 0.802 -0.067
C -0.1415 -0.8887 -0.5560 -0.830 -0.254 1.646
C 0.8839 -1.9386 -0.7541 -1.204 -1.776 4.143
H 1.0001 -0.6309 3.6158 -1.957 -0.431 -0.496
H -0.4961 -1.8686 3.2849 0.323 1.380 -0.229
H -2.2391 1.0149 2.9816 0.125 1.343 0.166
H -2.4359 2.3436 0.8586 0.225 -1.346 0.492
H -1.0533 3.1604 -3.0341 -0.234 0.333 -1.056
H 1.3556 2.6719 -2.8560 -0.081 -0.275 0.672
H 1.9398 0.5008 -1.6132 -0.443 0.809 0.284
H -1.0746 -1.1353 -0.0768 -0.368 -0.704 -0.061
H 1.2199 -1.8889 -1.7004 1.421 -0.259 -3.347
H 0.4989 -3.0350 -0.4841 0.804 2.574 -0.736
H 1.7297 -1.6860 -0.0591 -0.527 -0.426 -0.616

---

# 4
11
Properties=species:S:1:pos:R:3:forces:R:3 method="wB97M-V/def2-TZVPD" homo_energy_ev=-9.530 relative_energy_kj_mol=661.4 multiplicity=1 homo_lumo_gap_ha=0.32512
C 0.1405 -0.4238 -1.0921 1.458 -0.982 -4.241
C -0.0399 0.0732 0.0761 -0.584 1.962 2.794
C -0.0811 -0.8308 1.1403 0.055 -0.011 1.643
H -0.0813 -0.3111 -3.0281 0.544 3.293 2.981
H 0.5398 -1.5617 -1.1770 -1.326 2.981 -0.022
H 0.5584 2.1076 0.2479 -4.294 -2.328 2.075
N -0.4156 1.2811 0.7057 4.151 4.246 -6.054
N -0.2806 1.1912 2.0075 2.157 -2.702 3.487
N 0.0327 0.0007 2.4374 -1.937 0.938 -2.366
O 0.0348 0.4150 -2.2076 -0.298 -4.769 -2.500
O -0.4078 -1.9416 0.8899 0.077 -2.629 2.202